Record 1
A 9-piece molecular cluster, C52H65N10O overall. Source: the OMol25 dataset; level of theory: wB97M-V/def2-TZVPD.

XYZ file:
```
128
Properties=species:S:1:pos:R:3:forces:R:3
C 0.6886 -3.6191 3.9583 -0.059 0.232 -0.358
C 0.5685 -2.2154 3.3329 -0.009 -0.046 0.101
C 2.0102 -1.7127 3.0213 0.076 -0.128 -0.155
C 2.4961 -1.6914 1.5705 0.249 0.147 0.000
N 2.4781 -0.3208 1.0476 0.402 0.065 0.240
C -0.0970 -1.3031 4.3734 0.153 -0.093 -0.125
C -0.5376 0.0851 3.8670 0.509 0.339 0.347
C 0.4413 1.1848 4.3503 -0.214 -0.059 0.074
C -1.9284 0.4124 4.4235 0.161 -0.092 0.133
N -0.5570 0.1447 2.3730 -0.771 -0.192 0.386
O -0.9564 1.2683 1.9151 0.387 0.102 -0.151
C -1.0071 -1.0412 1.5845 0.394 -0.258 -0.765
C -0.4918 -0.8350 0.1457 -0.091 0.093 -0.082
C -2.5495 -1.1040 1.5716 -0.189 0.123 0.150
C -0.3877 -2.3473 2.1427 -0.355 0.182 0.263
H 1.3615 -3.5954 4.8162 -0.035 -0.093 0.054
H -0.2938 -3.9822 4.2647 0.026 -0.050 0.090
H 1.0820 -4.3142 3.2115 0.096 -0.041 0.100
H 2.6989 -2.3487 3.5824 -0.044 0.014 0.086
H 2.1674 -0.7098 3.4180 -0.043 0.031 -0.051
H 1.9365 -2.3931 0.9429 -0.032 -0.031 0.087
H 3.5360 -2.0292 1.5487 -0.022 -0.027 -0.034
H 1.6234 0.1527 1.3162 0.022 -0.001 -0.141
H 2.5494 -0.3193 0.0385 -0.101 0.100 -0.022
H 0.6128 -1.1696 5.1947 -0.100 0.051 0.101
H -0.9614 -1.8198 4.8008 -0.043 -0.051 -0.124
H 0.5031 1.9938 3.6258 -0.005 -0.019 -0.030
H 1.4346 0.7934 4.5567 0.061 0.027 -0.149
H 0.0693 1.6127 5.2828 0.021 -0.030 0.016
H -2.6725 -0.3255 4.1292 -0.049 0.109 -0.103
H -2.2450 1.4100 4.1263 -0.083 -0.055 -0.116
H -1.8529 0.3880 5.5133 -0.030 0.000 0.009
H -0.6040 0.2028 -0.1698 -0.119 -0.018 0.029
H -1.0427 -1.4487 -0.5635 -0.058 -0.111 0.133
H 0.5551 -1.1110 0.0547 -0.189 0.011 -0.035
H -2.9293 -1.3332 0.5767 0.103 -0.091 -0.047
H -2.9245 -1.8771 2.2448 0.002 0.045 0.047
H -3.0015 -0.1598 1.8712 0.083 0.028 -0.060
H -1.2135 -2.9661 2.4928 0.020 -0.058 0.027
H 0.0494 -2.9185 1.3252 0.050 0.028 0.011
N 2.0988 5.2637 0.6234 0.035 -0.049 -0.025
C 1.3893 4.1406 0.7330 0.022 -0.001 0.103
C 1.3068 3.1803 -0.2652 0.004 0.032 -0.019
C 1.9933 3.4024 -1.4483 0.000 -0.057 -0.024
C 2.7350 4.5660 -1.5802 0.011 -0.028 -0.001
C 2.7593 5.4567 -0.5175 -0.018 0.036 0.026
H 0.8482 4.0123 1.6651 0.011 -0.066 -0.011
H 0.7045 2.2941 -0.1193 -0.040 -0.038 0.069
H 1.9464 2.6811 -2.2549 -0.018 0.007 -0.056
H 3.2842 4.7809 -2.4871 0.021 -0.004 -0.004
H 3.3301 6.3772 -0.5823 0.013 -0.010 -0.026
N -4.9235 1.1805 2.7696 -0.097 0.106 -0.218
C -6.1383 0.7125 3.0525 0.158 -0.015 0.204
C -7.3091 1.2624 2.5638 -0.092 -0.001 0.006
C -7.2169 2.3523 1.7153 -0.030 0.015 -0.230
C -5.9637 2.8249 1.3635 0.058 0.022 0.280
C -4.8478 2.2161 1.9291 -0.069 -0.097 0.066
H -6.1707 -0.1335 3.7318 -0.024 -0.020 -0.020
H -8.2679 0.8501 2.8485 0.007 -0.003 0.007
H -8.1112 2.8154 1.3170 -0.002 0.005 0.004
H -5.8374 3.6751 0.7098 0.070 -0.030 -0.048
H -3.8534 2.5809 1.7020 0.011 0.020 -0.034
N -1.9910 -5.0314 1.0213 -0.080 -0.030 0.086
C -2.8574 -5.5358 1.8966 0.020 -0.010 -0.038
C -3.5956 -6.6864 1.6622 0.010 -0.023 -0.023
C -3.4182 -7.3497 0.4571 0.007 -0.006 0.009
C -2.5173 -6.8355 -0.4626 -0.085 0.008 0.074
C -1.8366 -5.6729 -0.1337 0.088 0.077 -0.123
H -2.9622 -4.9913 2.8303 -0.020 -0.019 -0.002
H -4.2867 -7.0545 2.4083 -0.003 0.008 0.003
H -3.9727 -8.2538 0.2402 0.000 0.000 0.003
H -2.3443 -7.3209 -1.4133 0.000 0.013 -0.008
H -1.1213 -5.2270 -0.8178 -0.005 -0.057 -0.045
N -1.0166 -0.9488 -3.2161 0.018 -0.010 -0.024
C -2.1621 -1.6262 -3.2530 0.060 0.045 -0.012
C -3.3039 -1.1642 -3.8901 -0.008 0.028 -0.004
C -3.2537 0.0713 -4.5168 -0.010 0.008 -0.004
C -2.0700 0.7903 -4.4797 -0.017 -0.034 0.013
C -0.9800 0.2387 -3.8196 -0.003 -0.060 0.069
H -2.1633 -2.5837 -2.7414 -0.016 -0.009 -0.016
H -4.2090 -1.7565 -3.8894 0.004 -0.007 0.009
H -4.1256 0.4685 -5.0212 0.001 0.002 0.001
H -1.9886 1.7620 -4.9480 0.011 0.014 0.008
H -0.0347 0.7685 -3.7708 -0.011 0.032 -0.052
N 1.4506 -4.5303 -0.7436 -0.002 -0.050 -0.004
C 1.4890 -5.2494 0.3770 -0.025 0.064 0.052
C 2.5668 -6.0399 0.7462 0.037 0.019 -0.038
C 3.6654 -6.0887 -0.0974 0.014 0.004 0.001
C 3.6403 -5.3455 -1.2671 0.003 -0.014 0.025
C 2.5132 -4.5853 -1.5438 -0.047 0.044 -0.004
H 0.6112 -5.1734 1.0101 0.008 -0.057 0.024
H 2.5429 -6.5990 1.6718 -0.014 0.002 0.003
H 4.5277 -6.6934 0.1533 0.000 0.001 -0.002
H 4.4758 -5.3527 -1.9537 -0.003 0.010 -0.007
H 2.4554 -3.9884 -2.4477 0.021 -0.007 -0.006
N 2.0223 1.5510 -5.1121 0.210 -0.038 -0.053
C 3.3266 1.4026 -4.8564 -0.278 0.004 -0.078
C 4.2239 0.8514 -5.7577 0.120 -0.008 0.055
C 3.7536 0.4283 -6.9880 0.034 0.013 -0.054
C 2.4081 0.5837 -7.2723 -0.074 0.005 -0.046
C 1.5877 1.1478 -6.3075 0.026 0.070 0.149
H 3.6768 1.7408 -3.8899 0.028 0.029 0.050
H 5.2680 0.7625 -5.4900 -0.009 0.016 0.046
H 4.4257 -0.0061 -7.7173 -0.006 -0.006 0.007
H 1.9976 0.2780 -8.2251 -0.020 -0.005 0.010
H 0.5290 1.2879 -6.4995 0.002 -0.043 -0.003
N -3.4731 4.9349 0.2368 0.061 0.039 -0.041
C -2.1410 4.8902 0.1818 -0.051 -0.055 -0.108
C -1.3650 5.8891 -0.3925 -0.101 0.000 0.034
C -2.0053 7.0013 -0.9136 0.059 -0.015 -0.068
C -3.3877 7.0626 -0.8618 -0.008 0.031 -0.036
C -4.0704 6.0044 -0.2863 -0.035 -0.062 0.132
H -1.6780 4.0003 0.5979 0.016 0.025 0.018
H -0.2898 5.7960 -0.4263 0.028 0.003 0.030
H -1.4348 7.8025 -1.3658 0.008 0.006 0.013
H -3.9285 7.9082 -1.2647 -0.011 -0.003 0.009
H -5.1545 6.0165 -0.2308 -0.003 0.024 -0.019
N 5.9655 2.1323 -2.5714 -0.039 0.019 0.096
C 5.4083 1.6243 -1.4715 -0.001 -0.080 -0.051
C 5.5361 2.1855 -0.2093 -0.004 0.022 0.010
C 6.2801 3.3482 -0.0830 -0.057 -0.033 0.073
C 6.8645 3.8929 -1.2140 0.009 -0.024 -0.028
C 6.6807 3.2467 -2.4271 0.005 0.013 -0.096
H 4.8350 0.7123 -1.6141 -0.008 0.040 0.060
H 5.0601 1.7237 0.6463 -0.047 -0.015 -0.048
H 6.3994 3.8208 0.8837 -0.007 0.005 -0.007
H 7.4562 4.7969 -1.1611 -0.004 -0.002 -0.015
H 7.1310 3.6380 -3.3331 0.001 0.037 0.010
```
Positions in Å, forces in eV/Å.

Its total energy is -2643.16530 hartree. The HOMO energy (alpha / beta) is -7.8 / -8.7 eV. The charge is 0. Its expectation value of S² is 0.754. As for the HOMO-LUMO gap (alpha / beta): 8.47 / 9.39 eV. The LUMO energy (alpha / beta) is 0.68 / 0.68 eV. As for the multiplicity: 2.



Record 2
A 3-piece molecular cluster, C6H14O2 overall. Source: the OMol25 dataset; level of theory: wB97M-V/def2-TZVPD.

XYZ file:
```
22
Properties=species:S:1:pos:R:3:forces:R:3
C 0.6855 -1.6513 1.8552 1.110 0.908 -0.411
C 0.9277 -1.2089 0.6049 0.503 -0.825 0.688
C 0.0475 -1.0596 -0.5362 -0.575 0.257 -1.307
C 0.5513 -1.0545 -1.7858 -4.390 0.691 -0.423
C -1.4417 -0.8024 -0.3559 0.021 -1.217 0.455
C -1.7826 0.6242 -0.6619 0.319 0.936 0.953
H 1.4745 -1.5905 2.5637 1.307 -0.040 0.127
H -0.1018 -2.0378 2.4461 -1.815 -0.123 -0.646
H 1.9789 -1.0221 0.3259 -0.438 0.121 0.514
H 1.5118 -1.2461 -2.0318 3.098 -0.392 -0.468
H -0.1412 -0.8809 -2.7016 1.139 -0.376 1.762
H -1.9561 -1.4617 -1.1055 0.045 0.273 1.226
H -1.6968 -0.9704 0.7217 -0.153 -0.552 -1.020
H -1.4459 0.7835 -1.6621 -0.046 0.587 -0.860
H -1.1188 1.2572 0.0111 -1.373 -0.272 -0.815
H -2.8818 0.8272 -0.5813 1.090 0.065 0.118
O -0.0274 2.0175 1.8451 5.068 5.152 -0.984
H -0.3026 1.2064 2.0134 -2.499 -5.985 1.283
H 0.9843 1.8549 1.8980 -2.421 0.789 -0.178
O 1.6475 2.0457 -1.2337 1.497 -0.398 -2.899
H 2.1322 2.7453 -0.8406 -0.139 0.664 1.190
H 0.9555 1.6241 -0.7885 -1.347 -0.260 1.696
```
Positions in Å, forces in eV/Å.

Its total energy is -387.39272 hartree. The HOMO energy is -9.0 eV. The charge is 0. As for the HOMO-LUMO gap: 9.54 eV. The LUMO energy is 0.58 eV. As for the multiplicity: 1. The SMILES is C=CC(=C)CC.O.O.



Record 3
An isolated ion of composition C2H5N4O3S and charge -1. Source: the OMol25 dataset; level of theory: wB97M-V/def2-TZVPD.

XYZ file:
```
15
Properties=species:S:1:pos:R:3:forces:R:3
C -0.7038 -0.6836 -0.1191 1.347 1.470 0.165
C 2.2252 0.0764 0.6435 -3.791 -2.733 0.969
N 0.7624 -0.0861 -0.1903 0.152 1.044 0.456
N 1.0174 0.3440 -1.3793 -0.114 -0.217 0.383
N -1.2529 -0.0604 -1.2975 -0.315 0.274 -0.617
N -0.1432 0.2650 -2.1356 -0.156 0.030 -0.232
O -2.9066 -1.1192 1.3642 1.831 2.274 -0.189
O -0.8085 -0.4816 2.4628 0.227 0.472 0.656
O -1.9549 1.2797 1.0601 -0.157 -2.924 1.125
S -1.7208 -0.1945 1.3798 -0.749 0.057 -2.108
H 2.3392 -1.0317 1.0396 0.314 2.578 -0.797
H 2.1630 0.8324 1.4623 -0.467 -0.864 -0.656
H 2.8323 0.4334 -0.1479 0.782 -0.229 -0.555
H -1.8754 0.7932 -1.2139 1.338 -1.083 0.772
H 0.0264 -0.3671 -2.9287 -0.243 -0.148 0.628
```
Positions in Å, forces in eV/Å.

Its total energy is -922.00234 hartree. The HOMO energy (alpha / beta) is -3.1 / -3.4 eV. The charge is -1. As for the HOMO-LUMO gap (alpha / beta): 6.69 / 7.01 eV. The LUMO energy (alpha / beta) is 3.61 / 3.60 eV. As for the multiplicity: 1.



Record 4
C13H19FN2O4S as an isolated structure. Source: the OMol25 dataset; level of theory: wB97M-V/def2-TZVPD.

XYZ file:
```
40
Properties=species:S:1:pos:R:3:forces:R:3
C 1.5262 2.4801 -1.7738 1.723 -2.257 -11.290
H 2.4151 2.2830 -2.4267 0.163 1.784 -0.178
H 1.4295 3.3268 -1.4084 -0.617 8.268 3.451
H 0.7407 2.3006 -2.5533 0.039 0.505 0.631
O 1.5154 1.4914 -1.0359 1.097 -7.889 10.734
C 2.4131 1.4576 0.1585 -5.928 -3.930 -1.405
C 2.2175 0.5267 1.1396 -3.095 -4.801 -0.749
C 3.1415 0.0271 2.0627 1.592 4.213 -0.641
C 4.2343 0.9050 2.2360 -1.478 0.179 -0.028
C 4.3337 2.0249 1.3159 12.623 -2.141 12.775
C 3.4996 2.0627 0.4779 -4.385 8.809 -15.036
H 3.7841 2.8898 -0.3357 -0.759 -1.304 1.279
H 5.2607 2.7223 1.2969 -1.774 -1.404 0.465
F 4.9620 0.7473 3.3537 0.549 0.206 -0.726
H 2.9640 -0.7653 2.7144 -0.406 -1.183 0.835
S 0.8303 -0.7012 0.9514 0.090 8.449 -15.474
O 0.7906 -1.5665 1.8966 0.912 -10.733 13.465
O 0.8567 -1.2703 -0.4253 0.718 1.682 2.133
N -0.5654 0.0695 1.0220 1.358 1.428 5.643
H -0.9754 0.0422 2.0374 0.855 0.175 -2.934
C -1.3323 0.2780 -0.1102 -11.410 0.299 10.956
C -2.2646 -0.8867 -0.0128 -0.595 -4.077 -5.848
N -3.2258 -0.8580 -1.2399 0.565 3.444 2.656
C -3.5758 -2.0050 -1.7712 0.702 -10.403 -5.275
C -4.2916 -2.1077 -3.2492 3.774 16.847 5.863
O -5.6264 -1.1459 -2.9257 2.112 0.375 -0.881
C -5.2162 0.2632 -2.4177 -0.175 -8.019 4.428
C -4.4430 -0.2305 -0.9568 2.471 10.203 -4.318
H -4.1227 1.0061 -0.5193 -0.954 -3.410 -0.841
H -5.0766 -0.5647 -0.2748 -2.942 -2.217 2.837
H -6.1740 0.4998 -2.0414 -0.834 1.752 -0.445
H -4.5593 0.6919 -3.0849 0.972 1.637 -1.258
H -4.7563 -2.7990 -3.6126 -4.294 -8.544 -3.948
H -3.7348 -1.1858 -4.0121 -1.168 -3.650 1.878
H -2.5975 -2.5499 -2.2427 -1.485 0.563 1.951
H -4.2023 -2.8538 -1.1084 1.499 2.098 -1.192
H -1.5605 -1.8846 -0.5265 -1.950 2.516 2.868
H -2.9518 -0.9814 0.9087 1.786 -0.063 -1.052
H -2.0204 1.1933 0.1302 1.417 -0.949 -0.956
H -0.7643 0.4261 -0.7718 7.232 1.542 -10.373
```
Positions in Å, forces in eV/Å.

Its total energy is -1414.64970 hartree. The HOMO energy is -8.5 eV. The charge is 0. As for the HOMO-LUMO gap: 8.82 eV. The LUMO energy is 0.36 eV. As for the multiplicity: 1.



Record 5
C2H5ClF5NbO5PS as an isolated structure. Source: the OMol25 dataset; level of theory: wB97M-V/def2-TZVPD.

XYZ file:
```
21
Properties=species:S:1:pos:R:3:forces:R:3
O 2.7160 -1.3318 0.9107 0.431 0.318 -0.076
P 2.9518 0.0423 0.4053 -1.350 -1.118 0.499
O 4.0676 0.1136 -0.7631 -0.122 0.129 -0.445
O 3.7499 0.9933 1.4333 -0.030 0.320 0.227
Nb 0.7333 1.1631 -0.3604 -1.088 1.140 -1.095
Cl 1.2840 2.4110 -2.2347 0.067 0.196 -0.168
S -1.8496 0.9670 -0.4541 0.307 -0.357 -0.415
O -2.3969 2.0652 0.3393 0.261 -0.117 -0.162
O -2.2243 0.8686 -1.8650 0.046 0.134 0.371
C -2.7401 -0.5137 0.2974 0.055 0.048 0.075
F -4.0275 -0.3908 -0.0774 -0.099 0.031 -0.031
F -2.6752 -0.4267 1.6360 -0.053 -0.055 0.097
C -2.2633 -1.9237 -0.1107 0.253 -0.259 -0.078
F -1.9876 -1.9927 -1.4190 -0.098 -0.019 0.370
F -3.2351 -2.8236 0.1544 0.224 0.171 -0.039
F -1.1779 -2.2749 0.5825 -0.269 0.108 -0.259
H 3.7289 -0.3721 -1.5300 0.168 0.037 0.166
H 3.1366 1.2596 2.1349 0.162 -0.026 -0.166
H 1.0936 2.4163 0.9410 0.572 -0.967 0.101
H 0.2684 0.2554 1.0816 0.078 -0.033 0.233
H 0.8475 -0.5053 -1.1021 0.487 0.317 0.798
```
Positions in Å, forces in eV/Å.

Its total energy is -2211.53561 hartree. The HOMO energy is -6.0 eV. The charge is -1. As for the HOMO-LUMO gap: 7.48 eV. The LUMO energy is 1.47 eV. As for the multiplicity: 1.